Entry from OMol25: a structure of composition H3N3O2 (ωB97M-V/def2-TZVPD).

```
8
Properties=species:S:1:pos:R:3:forces:R:3
N -1.394 -1.005 -0.249 2.4 1.8 0.4
N 0.266 1.169 -0.238 0.5 1.8 1.0
N 1.048 0.257 0.025 -1.8 -0.7 -0.8
O 0.019 -1.163 -0.155 3.3 -2.2 -0.5
O 2.222 0.084 0.152 -1.2 -0.4 0.2
H -1.111 -0.014 -0.038 -2.9 0.9 -0.2
H -1.729 -1.466 0.598 0.0 0.5 0.4
H 0.679 2.138 -0.095 -0.2 -1.6 -0.4
```
Forces are in eV/Å.

Kohn-Sham gap   0.3325 Eh
E_HOMO   -9.5633 eV
E_LUMO   -0.52 eV
Total energy   -316.29335 hartree
Energy above the lowest of the compared OMol25 structures with the same formula, charge and spin   71.2 kcal per mole